Here is one molecule with the formula C4H8O from the Open Molecules 2025 dataset. Energies are from ωB97M-V/def2-TZVPD.

## Properties
* energy relative to the best compared isomer or geometry (same formula, charge and spin): 42.4 kcal per mole
* Kohn-Sham gap: 10.4309 eV
* HOMO energy: -0.3477 Eh
* SMILES: OC1CCC1

The geometry in XYZ format:
```
13
C4H8O ωB97M-V/def2-TZVPD
O 1.814 0.033 -0.211
C 0.609 0.051 0.364
C -0.507 -1.034 -0.030
C -1.565 -0.019 -0.075
C -0.445 1.096 -0.088
H 2.268 -0.809 -0.034
H 0.688 0.050 1.490
H -0.796 -1.844 0.695
H -0.144 -1.487 -1.094
H -2.301 -0.019 -0.924
H -2.182 -0.032 0.799
H -0.461 1.841 0.814
H -0.139 1.480 -1.089
```

These are the natural (NBO) partial charges, in e, on atoms 1 to 4: O -0.703; C 0.119; C -0.430; C -0.425